{"formula": "C10H13O2", "method": "wB97M-V/def2-TZVPD", "symbols": ["C", "C", "C", "O", "O", "H", "H", "H", "H", "H", "C", "C", "C", "C", "C", "C", "C", "H", "H", "H", "H", "H", "H", "H", "H"], "positions_angstrom": [[1.9775, 0.9423, -0.7357], [1.5391, 2.4030, -0.4643], [3.4722, 0.6905, -0.3686], [3.9550, -0.3524, -0.8674], [4.0296, 1.5371, 0.3633], [1.5258, 0.2477, -0.0288], [1.7923, 0.7262, -1.7911], [1.7204, 2.6490, 0.5884], [0.4675, 2.5595, -0.5519], [2.1976, 3.0842, -1.0143], [-2.4504, -0.4787, -1.5821], [-0.5950, -1.3638, 2.1356], [-0.1407, -1.9920, 0.9747], [-1.7224, -0.5335, 2.1252], [-0.7461, -1.7079, -0.2202], [-2.2736, -0.1869, 0.8741], [-1.7533, -0.7570, -0.2899], [-0.0685, -1.4609, 3.0662], [0.6365, -2.7508, 0.9920], [-2.1706, -0.1405, 3.0343], [-0.3372, -2.1042, -1.1450], [-3.2922, 0.2198, 0.8686], [-2.4554, -1.3309, -2.2792], [-1.8644, 0.1668, -2.2731], [-3.4436, -0.0666, -1.4109]], "forces_ev_per_angstrom": [[0.3991, 1.2118, 0.5803], [0.5799, -0.6692, 1.1297], [0.3249, 0.2810, -0.7714], [0.0004, -0.1423, 0.1407], [-0.0601, -0.0979, 0.1189], [-0.7841, -0.1070, -0.4079], [-0.0118, -0.5578, 0.2513], [0.2702, -0.1549, -0.0752], [-0.1900, 0.1766, -0.7663], [-0.5606, 0.0403, -0.2053], [0.8809, 0.1355, -1.5710], [-0.3740, 0.4035, 0.2447], [-0.0544, -0.1626, 0.6888], [0.4501, 0.1498, -1.3303], [0.3919, 0.7436, -0.6205], [-0.4454, -1.4226, 0.9849], [-0.9570, -0.0511, -0.0064], [0.1365, -0.4760, 0.2902], [0.1325, 0.3694, 0.1965], [0.2733, -0.0675, -0.0648], [-0.1827, -0.2157, 0.0980], [0.6353, 0.5275, -0.2318], [-0.5970, -0.3685, 0.7283], [-0.2833, 0.4947, 0.8874], [0.0255, -0.0406, -0.2888]], "charge": -1, "multiplicity": 1, "e_tot_ev": -14676.8465, "homo_lumo_gap_ev": 6.8, "relative_energy_kcal_mol": 17.5}

{"formula": "C10H13O3", "method": "wB97M-V/def2-TZVPD", "symbols": ["C", "C", "C", "O", "O", "H", "H", "H", "H", "H", "C", "C", "C", "C", "C", "C", "C", "O", "H", "H", "H", "H", "H", "H", "H", "H"], "positions_angstrom": [[-1.0914, 2.2581, -2.1846], [0.0152, 2.2342, -1.1681], [-2.4544, 2.1954, -1.4811], [-2.8101, 3.0237, -0.6452], [-3.1278, 1.1628, -1.7221], [-1.0154, 3.0799, -2.8945], [-1.0642, 1.2211, -2.6693], [-0.5484, 2.0513, -0.2116], [0.3671, 3.2898, -1.1844], [0.8519, 1.6140, -1.4545], [1.7342, -0.1483, 2.8837], [-0.0460, -0.4577, 1.1821], [1.1199, -1.0493, 1.8442], [-0.6057, -1.0712, 0.0818], [-0.0370, -2.3072, -0.3547], [1.6111, -2.1633, 1.2492], [0.9795, -2.9691, 0.2262], [-0.4842, -2.9677, -1.4090], [-0.4972, 0.4238, 1.7132], [-1.5221, -0.7762, -0.4844], [2.1949, 0.5303, 2.2443], [2.4809, -0.6804, 3.4736], [2.4827, -2.7330, 1.6644], [-0.7425, -2.2676, -2.0923], [1.1913, -3.9612, -0.0267], [1.0178, 0.4679, 3.4198]], "forces_ev_per_angstrom": [[-0.5759, -2.6133, -1.0688], [-0.6357, 2.3457, 0.7662], [-1.0515, -1.3172, -0.0420], [0.6030, 1.9757, 0.7799], [0.0353, -0.8663, -0.7494], [-0.0107, -0.1112, -0.1797], [-0.0859, 1.6832, -0.1753], [1.5316, -0.1085, -0.5082], [0.2436, -0.5992, 0.8011], [0.0701, -0.4693, 0.3980], [-0.0599, -1.5295, -0.2403], [0.1653, -0.4867, 1.2459], [-2.5625, 1.7340, -1.5820], [-0.1068, -0.7178, -0.3695], [-0.0613, 0.7936, 0.5620], [1.4685, -4.0122, 0.7160], [0.6353, 3.9630, 3.0176], [-2.3546, 1.0205, -4.0406], [0.3312, -0.8138, -1.0715], [0.7863, 0.3845, 0.7308], [1.5407, 1.6046, -0.6620], [-0.1732, 0.3089, 0.3299], [-0.4626, 1.0312, 0.0969], [0.0681, -1.6305, 1.2225], [0.8256, -1.0282, -0.4190], [-0.1640, -0.5410, 0.4414]], "charge": -1, "multiplicity": 1, "e_tot_ev": -16723.1644, "homo_lumo_gap_ev": 6.9, "relative_energy_kcal_mol": 60.4}

{"formula": "C10H14Al2BeClF15LiNaO5", "method": "wB97M-V/def2-TZVPD", "symbols": ["C", "C", "O", "C", "O", "O", "C", "F", "F", "C", "F", "F", "C", "F", "F", "C", "F", "F", "F", "H", "H", "H", "H", "H", "Li", "Cl", "Na", "F", "Be", "F", "Al", "F", "F", "F", "O", "H", "H", "C", "C", "C", "O", "H", "H", "H", "H", "H", "H", "H", "F", "Al"], "positions_angstrom": [[5.0715, -4.3223, -3.4668], [4.1834, -3.1742, -3.8342], [3.6192, -2.5735, -2.5766], [3.4028, -1.3205, -2.6426], [3.7589, -0.5126, -1.8063], [2.6279, -0.8569, -3.7628], [1.2238, -0.8781, -3.5571], [0.8664, -0.9628, -2.2559], [0.7758, 0.2940, -4.0205], [0.5400, -2.0232, -4.4185], [-0.3869, -1.5251, -5.2299], [1.4955, -2.5579, -5.1878], [-0.0456, -3.2177, -3.6148], [-0.3533, -4.1694, -4.4873], [0.9093, -3.7727, -2.7833], [-1.3350, -2.9225, -2.7476], [-2.2421, -3.8600, -2.9941], [-0.9948, -3.0243, -1.4514], [-1.8174, -1.7219, -2.9819], [5.8540, -4.0356, -2.7698], [5.5243, -4.6821, -4.3890], [4.5103, -5.1693, -3.0689], [4.7036, -2.3396, -4.3335], [3.3729, -3.5524, -4.4428], [0.1274, -5.4664, -2.1280], [4.8712, -0.7402, -5.5611], [2.4499, 1.2146, -3.0567], [0.8967, 0.1393, -0.1021], [5.0567, -4.1027, -0.5617], [-0.0210, 4.2076, 3.4881], [-0.0899, 3.3459, 2.0814], [-1.1168, 2.0533, 2.2718], [1.4094, 2.8211, 1.6256], [-0.8609, 4.4147, 0.7541], [-3.1290, 4.2120, 2.9563], [-3.8322, 3.5748, 2.7769], [-3.5288, 4.8265, 3.5902], [-3.5801, 4.0522, 7.7578], [-4.7826, 4.0700, 6.6281], [-4.5833, 2.6772, 5.8416], [-4.5653, 5.0002, 5.8235], [-2.5979, 3.9653, 7.3029], [-3.6748, 4.9839, 8.3080], [-3.7953, 3.1864, 8.3814], [-5.7524, 4.0528, 7.1457], [-3.5980, 2.5931, 5.3879], [-5.3411, 2.6075, 5.0651], [-4.7290, 1.8607, 6.5483], [-2.4897, 4.4217, 0.8106], [1.9923, -1.0906, -0.3125]], "forces_ev_per_angstrom": [[-0.2411, -0.1271, -0.0539], [0.4457, -0.8536, -0.4257], [-0.0519, -0.1156, -0.4104], [1.3316, 0.4807, -0.3829], [-1.0552, 0.3082, -0.6957], [-1.9926, -0.5474, 1.4683], [1.0905, -1.0432, -1.8865], [-0.4730, -0.0752, -0.7837], [-0.5029, 0.1305, -0.0134], [1.0011, -0.1745, -0.3902], [-0.2707, -0.0037, 0.4672], [-0.0944, -0.0365, 0.1002], [-0.7966, 0.5420, -0.1724], [-0.0195, -0.3372, -0.2678], [-0.0053, 0.0149, -0.0459], [0.2300, 0.1219, 0.2723], [-0.0144, 0.0949, -0.0110], [-0.0881, -0.0234, -0.0239], [-0.0097, -0.1595, -0.0089], [0.2445, 0.0065, -0.1245], [0.2039, 0.1120, -0.0912], [0.0045, -0.0219, 0.2168], [-0.1184, -0.3375, -0.1805], [-0.2637, 0.3034, -0.0228], [0.1456, -0.1315, 0.1742], [-0.0309, 0.5632, 0.1838], [1.2088, 1.5788, 0.2755], [-0.1057, 0.7120, -0.1688], [-0.0943, 0.0107, 0.5612], [-0.1533, 0.5418, -0.1912], [0.2337, -1.3165, 1.8517], [-0.3692, 0.1029, -0.4702], [0.0004, 0.4055, -0.7664], [-2.5959, 0.2910, -0.6791], [-0.7071, -0.0487, 0.7365], [0.1424, -0.1063, -0.1095], [0.1816, 0.1318, -0.1557], [1.1642, -0.4166, 0.3683], [-1.6547, -0.1875, 0.1236], [1.0165, -1.2602, -0.2918], [0.3445, 0.4144, -0.1526], [-0.0993, 0.0433, -0.2183], [-0.2891, 0.1175, -0.2319], [-0.2830, -0.0523, -0.1831], [0.0434, 0.2901, 0.0795], [0.0560, 0.2191, 0.0806], [-0.2019, 0.5196, 0.1309], [-0.0213, 0.2839, 0.3268], [3.1915, 0.0191, -0.2459], [0.3227, -0.9838, 2.4385]], "charge": 2, "multiplicity": 1, "e_tot_ev": -92313.8787, "homo_lumo_gap_ev": 1.1}

{"formula": "C10H14BCaClN6O4", "method": "wB97M-V/def2-TZVPD", "symbols": ["C", "N", "N", "C", "C", "B", "N", "N", "C", "C", "C", "Ca", "N", "N", "C", "C", "C", "H", "H", "H", "H", "H", "H", "H", "H", "H", "H", "H", "C", "H", "H", "H", "O", "Cl", "O", "O", "O"], "positions_angstrom": [[2.9011, -0.0567, 0.5969], [1.6441, -0.0007, 0.0978], [1.7753, 0.0326, -1.2911], [3.0789, 0.0333, -1.6322], [3.8369, -0.0163, -0.4526], [0.5057, 0.1328, -2.1908], [-0.5005, -1.0205, -1.8935], [-0.9977, -1.2803, -0.6207], [-1.8302, -2.3367, -0.7552], [-1.8810, -2.7421, -2.1000], [-1.0314, -1.8789, -2.7857], [-0.2992, 0.1027, 1.5648], [-0.2052, 1.4690, -1.8145], [-0.6223, 1.6932, -0.5082], [-1.1399, 2.9306, -0.4754], [-1.0540, 3.5115, -1.7554], [-0.4599, 2.5457, -2.5742], [-1.5394, 3.3612, 0.4389], [-0.1619, 2.5434, -3.6177], [-1.3532, 4.5015, -2.0217], [0.8072, 0.1271, -3.3483], [-0.7451, -1.8368, -3.8262], [3.3730, 0.0456, -2.6720], [-2.4514, -3.5477, -2.5141], [4.8978, 0.0057, -0.3373], [-2.3776, -2.7945, 0.0710], [3.1066, -0.1188, 1.6624], [-2.3417, -0.6049, 1.7534], [-2.0536, -1.3329, 2.5510], [-2.7356, -2.1797, 2.4243], [-1.0400, -1.7617, 2.4024], [-2.1659, -0.9373, 3.5708], [0.4932, -1.0882, 4.9147], [0.6112, 0.2810, 4.4655], [-0.7321, 0.8441, 4.1351], [1.3419, 1.1048, 5.3857], [1.3458, 0.2689, 3.1520]], "forces_ev_per_angstrom": [[-2.6904, 0.1316, 0.0758], [3.1071, -0.4808, 1.4800], [2.3008, -0.2681, -0.8153], [-3.0872, -0.0065, -0.9687], [0.5591, 0.0959, 0.5381], [-0.6759, 1.6660, -0.0847], [-0.4503, -1.6066, -1.9832], [-1.7856, -2.3363, 0.5029], [1.0565, 1.7216, 1.2291], [-0.8894, -0.8237, 0.2500], [2.2143, 2.6015, 0.4350], [0.6328, 1.7853, -0.1835], [0.1411, -0.7177, 0.7881], [-0.1603, 0.0264, 0.3423], [0.5487, -0.7106, -0.9296], [0.2985, -0.5477, -0.2093], [-0.1797, 0.5358, 0.5468], [0.1163, -0.1558, -0.2143], [-0.2118, 0.1884, 0.2200], [-0.1245, 0.2508, -0.1956], [0.0200, -0.1549, 0.1811], [-0.0891, -0.0339, -0.0059], [0.0845, 0.0481, 0.0603], [-0.1679, -0.2834, -0.1409], [0.4922, -0.0659, -0.1307], [0.3500, 0.3862, -0.1925], [-0.2603, 0.0937, -0.1413], [-0.2762, -0.4618, 0.6947], [-0.7287, -0.8095, -0.1352], [0.0782, 0.1875, 0.1060], [-0.5230, -0.1248, 0.3570], [0.1601, 0.0130, -0.5481], [-0.1407, 1.3054, -0.6699], [0.2688, 0.1699, 2.0336], [1.3297, -0.5843, -0.4251], [-1.1192, -0.8731, -1.2569], [-0.1985, -0.1618, -0.6101]], "charge": 2, "multiplicity": 1, "e_tot_ev": -59341.5039, "homo_lumo_gap_ev": [4.2, 4.0]}

{"formula": "C10H14BClN6O4Pb", "method": "wB97M-V/def2-TZVPD", "symbols": ["H", "N", "B", "N", "C", "Pb", "H", "C", "H", "C", "H", "C", "H", "H", "H", "N", "N", "N", "N", "C", "C", "H", "H", "C", "C", "C", "C", "H", "H", "H", "H", "H", "O", "Cl", "O", "O", "O"], "positions_angstrom": [[-0.1495, 2.9395, 0.9406], [0.0202, 1.6714, -0.7639], [0.5641, 0.6489, -2.9940], [0.5196, 1.8696, -2.0294], [0.9514, 3.1420, -2.1564], [-1.6446, -0.3546, 0.1616], [1.3926, 3.4740, -3.0858], [0.7304, 3.7941, -0.9431], [0.9335, 4.8175, -0.6978], [0.1542, 2.8250, -0.0966], [1.0055, 0.9888, -4.0442], [-1.0209, -2.3836, 0.2857], [-0.8814, -2.6442, 1.3390], [-0.0778, -2.4993, -0.2574], [-1.8166, -2.9894, -0.1663], [-0.8553, 0.0092, -3.0958], [1.5186, -0.3960, -2.3470], [-1.5700, -0.5114, -2.0002], [1.1720, -0.9667, -1.1474], [-1.5853, -0.1659, -4.2172], [2.6972, -0.8994, -2.7785], [-1.2162, 0.1933, -5.1688], [3.1341, -0.5473, -3.7032], [-2.7712, -0.8192, -3.8894], [3.1395, -1.8238, -1.8325], [-2.7245, -1.0450, -2.5075], [2.1517, -1.8270, -0.8255], [-3.5554, -1.0967, -4.5715], [4.0227, -2.4308, -1.8679], [-3.4488, -1.5560, -1.8792], [2.1154, -2.4216, 0.0782], [-2.4496, 1.2319, 0.3529], [-0.0351, 1.1531, 3.9445], [-0.0840, -0.0434, 3.1428], [0.8465, -1.0428, 3.6121], [-1.4542, -0.5920, 3.0916], [0.2720, 0.2986, 1.7127]], "forces_ev_per_angstrom": [[0.0519, -0.1871, -0.2142], [-0.2796, 1.8240, 2.0057], [-0.5036, -0.3237, -0.1211], [1.0554, 2.3665, -0.7690], [-0.2565, -3.3265, -2.0708], [1.0091, 1.6574, 2.8422], [-0.0328, 0.1405, 0.0733], [-0.3023, 0.7484, 1.4788], [0.1110, 0.2977, -0.0129], [-0.4191, -1.7552, -0.1144], [-0.1442, -0.0343, -0.0863], [-0.1190, -1.1697, 0.5295], [-0.2058, 0.1643, -0.1386], [-0.7788, 0.2497, 0.1204], [0.2440, 0.1161, 0.1464], [-0.6026, 0.0282, 0.9960], [2.2413, -0.5263, -1.3380], [-0.3927, -0.2431, -3.3565], [1.4746, -1.3166, 0.9520], [-0.3382, -0.2832, 0.7683], [-2.7020, 2.6154, -0.9833], [-0.0582, -0.1376, 0.0893], [0.0605, -0.1525, 0.0291], [0.2405, -0.0146, 0.1661], [0.1893, -1.3288, 1.6513], [1.4034, 1.0001, -0.8271], [-0.8808, 0.7800, -0.2027], [-0.0159, -0.0549, 0.0087], [0.2768, -0.0810, -0.0651], [0.1130, 0.1531, -0.0634], [0.0209, 0.1598, -0.0428], [0.3097, -1.2532, -0.0081], [-0.0776, -1.0454, -1.2426], [-0.0896, -0.5240, 2.1481], [-0.9022, 0.9607, -0.8272], [0.9306, 0.5021, -0.6321], [-0.6304, -0.0061, -0.8892]], "charge": 2, "multiplicity": 1, "e_tot_ev": -46144.8715, "homo_lumo_gap_ev": [4.1, 4.2], "relative_energy_kcal_mol": 0.0}

{"formula": "C10H14BClN6Re", "method": "wB97M-V/def2-TZVPD", "symbols": ["C", "N", "N", "C", "C", "B", "N", "N", "C", "C", "C", "Re", "N", "N", "C", "C", "C", "H", "H", "H", "H", "H", "H", "H", "H", "H", "H", "H", "C", "H", "H", "H", "Cl"], "positions_angstrom": [[-1.4091, -0.9047, 2.3225], [-0.8881, -0.9420, 1.0748], [-1.0967, -2.1808, 0.5469], [-1.6980, -2.9508, 1.4704], [-1.9130, -2.1805, 2.6064], [-0.6648, -2.5241, -0.8919], [-1.1008, -1.3897, -1.8471], [-0.8082, -0.0157, -1.7051], [-1.4908, 0.6319, -2.7202], [-2.2153, -0.3085, -3.4412], [-1.9463, -1.5403, -2.8680], [-0.1523, 0.8212, 0.0100], [0.8609, -2.6819, -0.8837], [1.5906, -1.5992, -0.4719], [2.8701, -1.9316, -0.5455], [2.9879, -3.2657, -1.0073], [1.6788, -3.7075, -1.1922], [3.6618, -1.2486, -0.2842], [1.2754, -4.6542, -1.5260], [3.8918, -3.8153, -1.1894], [-1.1647, -3.5724, -1.1851], [-2.2911, -2.5358, -3.0812], [-1.9363, -3.9763, 1.2285], [-2.8522, -0.0922, -4.2758], [-2.3687, -2.4880, 3.5261], [-1.4189, 1.7013, -2.8221], [-1.3593, 0.0163, 2.8895], [0.9694, 2.0520, -1.6177], [0.1333, 2.4746, -0.9807], [-0.6237, 2.9000, -1.6588], [-1.4973, 1.1550, 0.6056], [0.5390, 3.2459, -0.2984], [1.2068, 1.1516, 1.7974]], "forces_ev_per_angstrom": [[1.7126, 1.4480, -2.6234], [-1.6132, 1.3749, 2.4283], [-1.3420, -1.9274, 1.7587], [1.1512, -0.4294, -3.6076], [-0.7803, -0.1602, 2.0974], [0.2927, -1.1973, -0.3897], [-0.2666, -0.1065, -0.2073], [-1.3081, 0.0174, 0.6484], [-0.1793, -1.0461, -0.5278], [0.3339, 2.4845, -0.3324], [1.1556, -0.9889, 1.5564], [6.5279, -2.2098, 1.4240], [0.8101, -2.1965, -0.7061], [2.1250, 1.1415, 0.2068], [-1.2154, 1.3972, 0.4513], [1.6326, -0.0175, 0.0796], [-3.4943, 0.5630, -0.0650], [0.1003, 0.0716, 0.0389], [0.1683, -0.1204, -0.0431], [0.3289, -0.2383, -0.0531], [-0.0454, 0.3798, -0.1350], [-0.3004, -0.1970, -0.3464], [-0.1511, -0.1737, 0.2405], [-0.3069, -0.0102, -0.3089], [-0.2672, -0.2330, 0.4345], [-0.1816, -0.1314, -0.3047], [-0.2011, -0.2079, 0.3142], [-0.1834, 0.1628, 0.0235], [-0.7019, 0.9364, -1.0683], [0.5916, 0.4850, 0.2159], [-2.6324, 1.3934, 0.7039], [-0.4110, 0.0646, 0.0286], [-1.3491, -0.3284, -1.9320]], "charge": 4, "multiplicity": 4, "e_tot_ev": -34813.0888, "homo_lumo_gap_ev": [5.6, 6.0], "relative_energy_kcal_mol": 6.9, "s2": 4.124}